# 1
{
  "formula": "C3H4BrN3O5",
  "method": "ωB97M-V with the def2-TZVPD basis set",
  "e_tot_ev": -87915.0035,
  "lumo_ev": -2.0,
  "homo_ev": -9.396,
  "max_force_ev_per_a": 4.32,
  "e_above_lowest_ev": 1.827,
  "charge": 0,
  "species": ["C", "C", "C", "N", "N", "N", "O", "O", "O", "O", "O", "Br", "H", "H", "H", "H"],
  "positions_angstrom": [[1.4102, 0.3839, 0.6486], [1.9364, 0.7604, -0.7305], [0.2341, -0.5902, 0.2637], [0.1297, -0.6028, -1.0146], [-0.5002, -1.4124, 1.2134], [-2.9684, -0.3841, -0.6885], [-0.1185, -1.4757, 2.3378], [-2.7509, -0.7494, -1.7416], [-1.5179, -1.8947, 0.8281], [-2.8639, 0.4086, 0.1408], [0.9272, 0.2138, -1.6625], [-1.7987, 2.3365, 0.1908], [2.1496, -0.2872, 1.3000], [0.9334, 1.1295, 1.1693], [1.9867, 1.8436, -1.1642], [2.8112, 0.3201, -1.0906]]
}


# 2
{
  "formula": "C4H5NOS",
  "method": "ωB97M-V with the def2-TZVPD basis set",
  "e_tot_ev": -18598.5375,
  "lumo_ev": 0.7,
  "homo_ev": -8.423,
  "max_force_ev_per_a": 1.55,
  "e_above_lowest_ev": 3.381,
  "charge": 0,
  "species": ["C", "C", "C", "C", "H", "H", "H", "H", "H", "N", "O", "S"],
  "positions_angstrom": [[1.5023, -0.4090, -0.0452], [-0.7361, 0.3522, 0.2657], [-0.9551, 0.0601, -1.1479], [-1.0245, -0.2117, -2.3241], [1.7360, 0.4107, -0.7350], [2.4294, -0.4394, 0.5321], [1.3411, -1.4038, -0.4906], [-0.4001, 0.2414, 2.8775], [-1.1480, -0.4209, -3.3508], [-1.6039, 0.9807, 0.9661], [0.4149, -0.0999, 0.8153], [-1.5560, 0.9397, 2.6369]]
}


# 3
{
  "formula": "C87H180InN9O15",
  "method": "ωB97M-V with the def2-TZVPD basis set",
  "e_tot_ev": -142416.2091,
  "lumo_ev": -4.4,
  "homo_ev": -7.782,
  "max_force_ev_per_a": 7.26,
  "e_above_lowest_ev": 0.000,
  "charge": 0,
  "species": ["In", "C", "C", "O", "O", "H", "H", "H", "C", "C", "O", "O", "H", "H", "H", "C", "C", "O", "O", "H", "H", "H", "C", "C", "C", "C", "C", "C", "N", "O", "C", "C", "C", "H", "H", "H", "H", "H", "H", "H", "H", "H", "H", "H", "H", "H", "H", "H", "H", "H", "H", "H", "C", "C", "C", "C", "C", "C", "N", "O", "C", "C", "C", "H", "H", "H", "H", "H", "H", "H", "H", "H", "H", "H", "H", "H", "H", "H", "H", "H", "H", "H", "C", "C", "C", "C", "C", "C", "N", "O", "C", "C", "C", "H", "H", "H", "H", "H", "H", "H", "H", "H", "H", "H", "H", "H", "H", "H", "H", "H", "H", "H", "C", "C", "C", "C", "C", "C", "N", "O", "C", "C", "C", "H", "H", "H", "H", "H", "H", "H", "H", "H", "H", "H", "H", "H", "H", "H", "H", "H", "H", "H", "C", "C", "C", "C", "C", "C", "N", "O", "C", "C", "C", "H", "H", "H", "H", "H", "H", "H", "H", "H", "H", "H", "H", "H", "H", "H", "H", "H", "H", "H", "C", "C", "C", "C", "C", "C", "N", "O", "C", "C", "C", "H", "H", "H", "H", "H", "H", "H", "H", "H", "H", "H", "H", "H", "H", "H", "H", "H", "H", "H", "C", "C", "C", "C", "C", "C", "N", "O", "C", "C", "C", "H", "H", "H", "H", "H", "H", "H", "H", "H", "H", "H", "H", "H", "H", "H", "H", "H", "H", "H", "C", "C", "C", "C", "C", "C", "N", "O", "C", "C", "C", "H", "H", "H", "H", "H", "H", "H", "H", "H", "H", "H", "H", "H", "H", "H", "H", "H", "H", "H", "C", "C", "C", "C", "C", "C", "N", "O", "C", "C", "C", "H", "H", "H", "H", "H", "H", "H", "H", "H", "H", "H", "H", "H", "H", "H", "H", "H", "H", "H"],
  "positions_angstrom": [[-0.1926, 1.9360, -3.5659], [1.0267, -0.6505, 0.6202], [0.6129, 0.1550, -0.5866], [1.2620, -0.0722, -1.6317], [-0.2811, 0.9336, -0.6823], [2.0141, -0.3318, 0.9543], [1.0511, -1.7282, 0.4587], [0.3576, -0.4112, 1.4467], [0.7276, -0.5118, -7.7706], [0.4622, 0.1848, -6.4701], [0.3013, -0.3933, -5.4113], [0.3949, 1.4631, -6.4717], [0.2867, -1.5069, -7.7124], [1.8044, -0.6673, -7.7040], [0.3837, 0.1254, -8.5854], [-1.6560, 6.6795, -3.8604], [-1.3069, 5.2313, -3.6910], [-0.8798, 4.8132, -2.6600], [-1.4107, 4.5038, -4.6400], [-2.4813, 6.9833, -3.2165], [-2.0649, 6.8759, -4.8516], [-0.7889, 7.2751, -3.5751], [-0.8315, -6.6389, -1.6920], [-0.8395, -5.5377, -2.7601], [0.5212, -5.6028, -3.5178], [0.5974, -6.6859, -4.5557], [-0.5516, -6.7918, -5.5162], [-1.9320, -6.5794, -4.8954], [-1.9031, -5.5613, -3.8097], [-3.1193, -5.2274, -3.2775], [-2.9143, -6.1099, -5.9785], [-2.4120, -7.8988, -4.4807], [-0.8628, -4.1443, -2.0214], [-0.5540, -7.5986, -2.1279], [-1.8353, -6.6417, -1.2672], [-0.0304, -6.5138, -0.9635], [0.6734, -4.6763, -4.0715], [1.3377, -5.6254, -2.7961], [0.5536, -7.5891, -3.9471], [1.5613, -6.8577, -5.0347], [-0.4491, -7.7490, -6.0274], [-0.4198, -5.9854, -6.2377], [-3.7557, -5.6183, -5.4902], [-2.4761, -5.3530, -6.6291], [-3.3102, -6.9196, -6.5915], [-2.4766, -8.4978, -5.3890], [-1.8408, -8.4137, -3.7082], [-3.4693, -7.9187, -4.2162], [-1.7965, -3.9940, -1.4794], [-0.6596, -3.3649, -2.7558], [-0.0504, -3.9358, -1.3252], [-3.4286, -6.0658, -2.9267], [3.9295, 5.4055, 7.5142], [3.0102, 4.1884, 7.8544], [2.0200, 4.7392, 8.9832], [0.8229, 5.5911, 8.3931], [0.0941, 4.7669, 7.2841], [1.0518, 4.2835, 6.1678], [2.1815, 3.5952, 6.8023], [3.0972, 3.1579, 5.8664], [0.1995, 3.2217, 5.4114], [1.4132, 5.5268, 5.2009], [3.8752, 3.0823, 8.5017], [4.7536, 5.4478, 8.2263], [3.4413, 6.3795, 7.4803], [4.4041, 5.1556, 6.5653], [1.6100, 3.9075, 9.5562], [2.5327, 5.3357, 9.7378], [1.2176, 6.4720, 7.8869], [0.1203, 5.8452, 9.1867], [-0.6526, 5.4649, 6.9055], [-0.4240, 3.9718, 7.8203], [-0.1114, 2.3827, 6.0340], [-0.6800, 3.6344, 4.9172], [0.7538, 2.7310, 4.6114], [2.0014, 6.3132, 5.6739], [1.9620, 5.3231, 4.2814], [0.4571, 5.9317, 4.8692], [4.3737, 3.3752, 9.4257], [4.6297, 2.8168, 7.7612], [3.2681, 2.2060, 8.7287], [2.8889, 2.2209, 5.8839], [-6.7727, -1.3151, 5.1558], [-7.2206, -1.4936, 3.7208], [-7.8527, -0.1135, 3.2615], [-7.8989, 0.0601, 1.7134], [-6.5267, -0.0835, 1.0878], [-5.9483, -1.4996, 1.4175], [-6.0332, -1.7817, 2.8634], [-5.4862, -3.0255, 3.1895], [-6.5859, -2.6549, 0.5397], [-4.4210, -1.3430, 1.2226], [-8.2770, -2.5571, 3.6031], [-6.4339, -2.3048, 5.4622], [-7.5703, -0.9944, 5.8258], [-6.0291, -0.5361, 5.3242], [-8.8954, -0.1830, 3.5715], [-7.4455, 0.7496, 3.7880], [-8.2349, 1.0755, 1.5036], [-8.5791, -0.5449, 1.1139], [-5.8646, 0.6841, 1.4887], [-6.7597, 0.0336, 0.0295], [-6.1045, -3.6292, 0.6233], [-7.6656, -2.7055, 0.6805], [-6.3505, -2.5280, -0.5169], [-4.1017, -1.3326, 0.1805], [-3.9201, -0.5456, 1.7714], [-4.0585, -2.3056, 1.5833], [-8.9734, -2.4097, 4.4286], [-7.8605, -3.5623, 3.6676], [-8.8706, -2.4933, 2.6911], [-4.8346, -2.7146, 3.8222], [-6.4858, 3.8429, -0.5088], [-5.0455, 4.2649, -0.1248], [-5.2632, 5.3149, 1.0348], [-3.9544, 5.7473, 1.7645], [-3.2245, 4.4998, 2.2348], [-3.0647, 3.3980, 1.1971], [-4.3735, 3.1101, 0.4760], [-4.2220, 1.9235, -0.2512], [-1.7509, 3.6324, 0.3551], [-2.6467, 2.1221, 2.0109], [-4.3617, 4.9265, -1.2954], [-7.0357, 4.7831, -0.4667], [-6.9333, 3.2182, 0.2643], [-6.5009, 3.5137, -1.5477], [-5.7485, 6.1959, 0.6148], [-5.9627, 4.8641, 1.7388], [-4.1612, 6.4143, 2.6014], [-3.3112, 6.3049, 1.0837], [-3.7415, 4.1325, 3.1213], [-2.2251, 4.7829, 2.5652], [-0.8014, 3.4271, 0.8496], [-1.6456, 3.0246, -0.5435], [-1.8061, 4.6862, 0.0821], [-3.4734, 1.8321, 2.6594], [-2.4483, 1.2035, 1.4585], [-1.7619, 2.2688, 2.6304], [-4.1099, 4.1603, -2.0287], [-3.4486, 5.3890, -0.9206], [-4.9220, 5.6474, -1.8906], [-4.5501, 1.3249, 0.4238], [2.2309, 4.0357, -5.7683], [3.0799, 4.4533, -4.5871], [2.7193, 5.9862, -4.4220], [3.3566, 6.6729, -3.2127], [3.0631, 5.7668, -1.9884], [3.2156, 4.2091, -2.0011], [2.7356, 3.6860, -3.3034], [2.9552, 2.3835, -3.4201], [4.6640, 3.8211, -1.5053], [2.2831, 3.4967, -1.0416], [4.5362, 4.3259, -5.0548], [2.4723, 4.5453, -6.7010], [1.1474, 4.0257, -5.6494], [2.4371, 2.9952, -6.0194], [3.0370, 6.5091, -5.3241], [1.6482, 6.1208, -4.2714], [3.1333, 7.7369, -3.1353], [4.4330, 6.7847, -3.3426], [2.1255, 6.0544, -1.5127], [3.7191, 6.1444, -1.2041], [4.7206, 4.2056, -0.4870], [4.7770, 2.7370, -1.5166], [5.4174, 4.2558, -2.1621], [1.2287, 3.3309, -1.2625], [2.5658, 2.4877, -0.7415], [2.1718, 4.1476, -0.1745], [4.6527, 4.8109, -6.0239], [4.9520, 3.3236, -5.1571], [5.1874, 4.7766, -4.3058], [3.8904, 2.1968, -3.3099], [2.1396, -5.1976, 4.7814], [0.5898, -5.4252, 4.7252], [-0.0838, -4.3280, 5.6669], [-1.5954, -4.1109, 5.4637], [-1.8003, -3.6459, 4.0135], [-1.3335, -4.7315, 2.9845], [0.0590, -5.2525, 3.3593], [0.4927, -6.1199, 2.4509], [-2.3648, -5.8401, 2.8921], [-1.2319, -3.9827, 1.5959], [0.1240, -6.7893, 5.2506], [2.5694, -5.3940, 5.7637], [2.4700, -4.1811, 4.5677], [2.6234, -5.8383, 4.0442], [0.0090, -4.5584, 6.7282], [0.4574, -3.3841, 5.6009], [-2.0345, -3.3698, 6.1316], [-2.1948, -5.0028, 5.6462], [-1.3378, -2.6723, 3.8521], [-2.8841, -3.6631, 3.8985], [-2.3801, -6.5929, 3.6802], [-3.3737, -5.4508, 2.7552], [-2.1964, -6.4824, 2.0277], [-0.5514, -3.1363, 1.6898], [-0.7379, -4.6775, 0.9167], [-2.2591, -3.8319, 1.2638], [-0.9013, -6.7661, 5.6199], [0.6948, -6.9362, 6.1675], [0.3135, -7.5687, 4.5125], [1.1806, -5.6691, 1.9558], [3.8712, -3.4669, -0.3831], [4.5521, -3.4261, -1.7627], [4.8861, -4.8043, -2.2840], [5.4041, -4.8811, -3.7165], [4.3072, -4.2035, -4.5525], [4.0385, -2.7416, -4.1909], [3.7492, -2.6637, -2.7161], [3.6206, -1.3244, -2.2729], [5.2342, -1.8269, -4.5953], [2.8156, -2.1622, -4.8608], [5.9025, -2.6710, -1.4972], [3.8491, -2.4752, 0.0687], [4.3842, -4.1109, 0.3311], [2.8247, -3.7570, -0.4768], [5.6573, -5.2565, -1.6605], [4.0858, -5.5421, -2.2264], [5.4592, -5.9369, -3.9817], [6.3710, -4.4272, -3.9335], [3.3791, -4.7732, -4.5055], [4.6288, -4.2791, -5.5912], [6.1907, -2.3375, -4.4838], [5.0666, -1.5075, -5.6239], [5.2055, -0.9173, -3.9955], [1.8955, -2.5282, -4.4053], [2.7927, -1.0799, -4.7337], [2.7263, -2.3597, -5.9290], [5.8507, -1.6222, -1.2051], [6.5906, -2.6872, -2.3424], [6.5504, -3.1423, -0.7582], [2.6706, -1.2890, -2.1397], [6.6821, 3.8275, 4.1006], [6.9938, 2.3460, 3.6778], [6.2283, 1.4118, 4.7058], [6.0679, -0.0683, 4.3297], [5.4111, -0.1020, 2.8930], [6.1805, 0.6977, 1.8465], [6.4868, 2.0417, 2.3433], [7.0345, 2.8729, 1.4215], [7.4929, -0.0431, 1.4820], [5.4136, 0.6771, 0.5042], [8.5132, 2.0686, 3.8625], [7.2537, 4.5172, 3.4796], [6.9928, 4.0525, 5.1209], [5.6103, 3.9907, 3.9874], [6.8364, 1.4220, 5.6103], [5.2883, 1.9362, 4.8776], [5.3342, -0.6000, 4.9356], [7.0681, -0.4996, 4.3723], [4.4300, 0.3615, 2.9971], [5.0489, -1.1103, 2.6924], [7.2688, -1.0359, 1.0918], [8.1623, 0.5191, 0.8309], [8.0975, -0.2291, 2.3697], [4.9941, -0.2656, 0.1527], [4.5462, 1.3356, 0.5504], [5.9868, 1.1544, -0.2906], [8.8750, 1.0690, 4.1033], [8.8380, 2.5519, 4.7839], [9.1274, 2.4113, 3.0297], [6.3815, 3.5678, 1.3102], [-4.8932, -0.5837, -2.6489], [-3.5336, -0.5666, -3.3051], [-3.3619, -1.7064, -4.3470], [-4.2847, -1.5359, -5.5138], [-3.9634, -0.1558, -6.1271], [-3.9755, 1.0819, -5.1894], [-3.2427, 0.7682, -3.9135], [-3.1783, 1.7183, -3.0534], [-3.2541, 2.1318, -6.0670], [-5.3757, 1.5103, -4.9945], [-2.4556, -0.8686, -2.2269], [-4.9952, 0.2522, -1.9569], [-4.9204, -1.4561, -1.9960], [-5.7659, -0.8475, -3.2464], [-2.3338, -1.7412, -4.7077], [-3.5852, -2.6939, -3.9433], [-5.3526, -1.5252, -5.2953], [-4.0165, -2.2626, -6.2806], [-4.4578, -0.0800, -7.0955], [-2.9245, -0.2827, -6.4316], [-3.5670, 1.9953, -7.1022], [-3.3227, 3.1915, -5.8210], [-2.1676, 2.0451, -6.0560], [-6.1420, 0.7353, -5.0076], [-5.5346, 2.0299, -4.0496], [-5.7251, 2.1648, -5.7931], [-1.5442, -0.7855, -2.8190], [-2.4297, -1.7305, -1.5602], [-2.4747, -0.1146, -1.4399], [-4.0805, 2.0416, -2.9972]]
}


# 4
{
  "formula": "C3H2ClFS",
  "method": "ωB97M-V with the def2-TZVPD basis set",
  "e_tot_ev": -29216.4409,
  "lumo_ev": -1.1,
  "homo_ev": -8.960,
  "max_force_ev_per_a": 2.39,
  "e_above_lowest_ev": 0.716,
  "charge": 0,
  "species": ["C", "C", "C", "H", "H", "F", "S", "Cl"],
  "positions_angstrom": [[0.2342, 1.2663, -0.0492], [0.4479, -0.0178, 0.2178], [-0.5603, -1.0556, 0.2194], [1.0136, 1.9349, -0.2000], [-0.0894, -2.0754, 0.2511], [-0.9468, 1.7920, -0.0987], [-2.1638, -1.0604, -0.1718], [2.0647, -0.7839, -0.1686]]
}